Entry 1:
{
  "formula": "C28H29F6GeN2PS5SbW",
  "method": "ωB97M-V with the def2-TZVPD basis set",
  "gap_ev": [3.97, 3.98],
  "total_charge": 1,
  "spin_multiplicity": 1,
  "elements": ["W", "C", "N", "C", "C", "N", "C", "C", "C", "C", "C", "C", "C", "S", "C", "C", "C", "C", "C", "C", "S", "H", "H", "H", "H", "H", "H", "H", "H", "H", "H", "H", "H", "H", "H", "H", "H", "H", "H", "S", "Sb", "S", "S", "F", "P", "F", "F", "F", "F", "F", "Ge", "C", "C", "C", "C", "C", "C", "C", "C", "C", "C", "C", "C", "H", "H", "H", "H", "H", "H", "H", "H", "H", "H", "H"],
  "positions_angstrom": [[-0.3583, -0.4322, -0.4691], [2.7642, 0.1834, 1.9136], [1.7230, 1.0175, 1.2802], [2.3541, 2.0212, 0.4072], [2.7791, 1.4220, -0.9313], [1.6929, 0.8505, -1.7885], [2.3919, -0.0411, -2.7504], [1.0159, 1.9462, -2.4810], [1.4039, 2.3921, -3.7372], [0.6924, 3.3888, -4.3845], [-0.3888, 3.9913, -3.7666], [-0.7583, 3.5995, -2.4935], [-0.0715, 2.5746, -1.8595], [-0.6626, 2.0316, -0.2737], [0.9966, 1.6087, 2.3872], [1.3855, 2.7642, 3.0509], [0.7084, 3.1872, 4.1840], [-0.3464, 2.4480, 4.6929], [-0.7532, 1.2991, 4.0411], [-0.0949, 0.8994, 2.8857], [-0.6624, -0.5440, 2.0243], [3.4172, 0.7846, 2.5570], [3.3684, -0.3092, 1.1560], [2.2868, -0.5853, 2.5225], [3.2650, 2.4326, 0.8661], [1.6570, 2.8499, 0.2594], [3.4890, 0.6138, -0.7414], [3.3002, 2.2043, -1.4978], [3.3063, 0.4183, -3.1326], [1.7569, -0.2821, -3.5940], [2.6717, -0.9646, -2.2421], [2.2492, 1.9490, -4.2373], [0.9883, 3.6868, -5.3773], [-0.9452, 4.7642, -4.2709], [-1.5830, 4.0638, -1.9758], [2.2302, 3.3372, 2.7037], [1.0256, 4.0895, 4.6823], [-0.8457, 2.7588, 5.5975], [-1.5753, 0.7072, 4.4154], [0.8462, -5.2515, -0.4505], [0.4434, -3.5485, 1.0583], [1.6148, -1.7694, -0.1886], [-1.4533, -2.5560, -0.1731], [-1.1072, 0.2388, -2.4173], [-1.3265, -1.1130, -3.7039], [-1.3819, -2.3829, -4.5637], [-2.3448, -1.6259, -2.5765], [-2.4275, -0.2389, -4.3664], [-0.1721, -0.3771, -4.4814], [-0.0897, -1.7255, -2.6607], [-2.8853, 0.0123, -0.0332], [-4.2377, -1.2681, 0.7890], [-5.3937, -1.5245, 0.0718], [-6.3592, -2.3630, 0.6038], [-6.1607, -2.9566, 1.8363], [-5.0071, -2.6977, 2.5533], [-4.0468, -1.8485, 2.0299], [-3.6856, 1.7134, 0.7289], [-3.2400, 2.2932, 1.9036], [-3.7881, 3.4821, 2.3527], [-4.8025, 4.0898, 1.6351], [-5.2678, 3.5019, 0.4713], [-4.7115, 2.3174, 0.0174], [-3.5920, 0.1861, -1.4161], [-5.5338, -1.0771, -0.9009], [-7.2576, -2.5627, 0.0400], [-6.8975, -3.6389, 2.2337], [-4.8422, -3.1695, 3.5104], [-3.1392, -1.6599, 2.5879], [-2.4487, 1.8245, 2.4672], [-3.4129, 3.9338, 3.2571], [-5.2255, 5.0218, 1.9798], [-6.0573, 3.9700, -0.0947], [-5.0704, 1.8610, -0.8944]],
  "forces_ev_per_a": [[4.2, -0.6, -0.1], [0.0, -0.1, -0.1], [0.5, 0.6, 0.7], [-0.1, -0.1, -0.3], [-0.1, 0.0, 0.7], [-0.4, 0.1, -0.3], [0.0, -0.3, -0.2], [-0.3, 0.3, 0.1], [0.1, -0.2, 0.2], [-0.1, 0.1, 0.1], [0.1, 0.1, 0.0], [0.1, -0.1, 0.2], [0.3, -0.5, 0.1], [-0.4, -1.3, -0.2], [0.0, -0.1, -0.1], [0.0, -0.1, -0.2], [0.0, 0.0, 0.0], [0.0, -0.1, 0.1], [0.1, -0.2, 0.1], [0.2, -0.3, -0.6], [-0.6, 0.4, -1.0], [-0.1, 0.0, 0.0], [0.0, 0.0, 0.0], [0.0, 0.0, 0.0], [-0.1, 0.0, 0.0], [0.2, -0.1, 0.0], [0.0, 0.0, -0.1], [-0.1, -0.2, 0.0], [0.0, 0.1, 0.1], [-0.1, 0.0, 0.1], [0.0, 0.2, -0.1], [0.1, -0.1, -0.1], [0.0, 0.0, -0.1], [-0.1, 0.1, -0.1], [-0.2, 0.0, 0.0], [0.1, 0.1, -0.1], [0.0, 0.1, 0.1], [-0.1, 0.0, 0.0], [-0.1, 0.0, 0.0], [-0.4, 1.1, 1.2], [0.8, -0.8, -1.2], [-1.1, 0.5, 0.1], [-0.4, 1.9, -0.2], [0.1, -0.2, 0.7], [0.9, 0.3, 2.4], [0.0, -0.1, -0.3], [-0.4, -0.5, -1.1], [0.0, -0.1, -0.2], [-0.2, -0.1, -0.4], [-0.5, 0.0, -0.8], [-4.9, 0.8, 1.0], [1.5, 0.4, -0.4], [0.1, 0.1, 0.0], [-0.1, 0.0, -0.1], [-0.2, -0.2, 0.1], [0.1, 0.0, 0.1], [0.0, -0.2, 0.2], [1.1, -0.6, 0.0], [0.0, 0.0, 0.1], [0.0, 0.0, 0.1], [0.0, 0.1, 0.0], [-0.1, 0.0, 0.0], [0.2, -0.3, -0.1], [0.8, -0.3, -0.1], [-0.1, 0.0, -0.2], [-0.1, 0.0, 0.0], [-0.1, 0.0, 0.0], [0.0, 0.0, 0.1], [0.0, 0.0, 0.1], [0.0, 0.1, 0.0], [0.0, 0.1, 0.2], [0.0, 0.1, 0.0], [-0.1, 0.1, -0.1], [-0.1, 0.0, -0.2]]
}



Entry 2:
{
  "formula": "C38H69N2O4",
  "method": "ωB97M-V with the def2-TZVPD basis set",
  "gap_ev": 7.03,
  "total_charge": 1,
  "spin_multiplicity": 1,
  "elements": ["C", "C", "C", "C", "C", "C", "C", "C", "C", "C", "C", "C", "O", "O", "C", "C", "N", "O", "N", "O", "H", "H", "H", "H", "H", "H", "H", "H", "H", "H", "H", "H", "H", "C", "C", "C", "C", "C", "C", "H", "H", "H", "H", "H", "H", "H", "H", "H", "H", "H", "H", "H", "H", "C", "C", "C", "C", "C", "C", "H", "H", "H", "H", "H", "H", "H", "H", "H", "H", "H", "H", "H", "H", "C", "C", "C", "C", "C", "C", "H", "H", "H", "H", "H", "H", "H", "H", "H", "H", "H", "H", "H", "H", "C", "C", "C", "C", "C", "C", "H", "H", "H", "H", "H", "H", "H", "H", "H", "H", "H", "H", "H", "H"],
  "positions_angstrom": [[7.5022, -1.1584, 1.8775], [7.4217, 0.2791, 1.4322], [8.4203, 0.7705, 0.5935], [8.3646, 2.0706, 0.1347], [7.3328, 2.9220, 0.4857], [6.3386, 2.4456, 1.3212], [6.3781, 1.1348, 1.7906], [5.2234, 0.6860, 2.6676], [4.0969, 0.1424, 1.8253], [4.2603, -0.3238, 0.5361], [3.1989, -0.8321, -0.1923], [3.4571, -1.3154, -1.5810], [3.5820, -2.4549, -1.8301], [3.5322, -0.3288, -2.5149], [1.9407, -0.8791, 0.3884], [1.7930, -0.4051, 1.6701], [2.8462, 0.0846, 2.3457], [2.6302, 0.4825, 3.6367], [2.6541, 2.0315, 3.7901], [1.7894, 2.5133, 3.2467], [6.6938, -1.4570, 2.5315], [8.4477, -1.3785, 2.3642], [7.4582, -1.7992, 0.9971], [9.2372, 0.1273, 0.3058], [9.1317, 2.4479, -0.5253], [7.2702, 3.9326, 0.1177], [5.5073, 3.0678, 1.6221], [5.5056, -0.0756, 3.3878], [4.8896, 1.5523, 3.2275], [5.2327, -0.3189, 0.0734], [4.4386, 0.0043, -2.5754], [1.1085, -1.2816, -0.1661], [0.8176, -0.4467, 2.1234], [-1.2015, 1.7680, 1.3944], [-1.5637, 2.8060, 0.3362], [-1.5318, 4.2393, 0.8637], [-2.5264, 4.5361, 1.9872], [-3.9894, 4.2636, 1.6401], [-4.5100, 5.1248, 0.4929], [-1.9089, 1.7703, 2.2243], [-1.2088, 0.7640, 0.9598], [-0.2046, 1.9582, 1.7948], [-2.5464, 2.5750, -0.0800], [-0.8553, 2.7266, -0.4935], [-1.7060, 4.9240, 0.0304], [-0.5218, 4.4626, 1.2263], [-2.4199, 5.5859, 2.2750], [-2.2604, 3.9550, 2.8761], [-4.5962, 4.4598, 2.5273], [-4.1333, 3.2061, 1.3996], [-4.4163, 6.1863, 0.7300], [-5.5641, 4.9130, 0.3094], [-3.9702, 4.9324, -0.4357], [-2.2481, -5.4570, -5.0327], [-0.9922, -4.9362, -5.7259], [0.2964, -5.2609, -4.9718], [0.4014, -4.6447, -3.5765], [0.2813, -3.1224, -3.5366], [1.3902, -2.4087, -4.3056], [-2.3857, -5.0037, -4.0495], [-3.1357, -5.2299, -5.6241], [-2.2000, -6.5400, -4.9043], [-1.0795, -3.8571, -5.8807], [-0.9300, -5.3820, -6.7214], [1.1501, -4.9427, -5.5768], [0.3877, -6.3471, -4.8765], [1.3614, -4.9353, -3.1396], [-0.3660, -5.0769, -2.9274], [0.3146, -2.8009, -2.4882], [-0.6932, -2.8086, -3.9196], [2.3682, -2.6796, -3.9119], [1.2804, -1.3251, -4.2232], [1.3696, -2.6586, -5.3666], [2.8224, -5.1448, -0.5059], [3.6883, -6.0021, 0.4134], [4.2520, -7.2419, -0.2777], [3.2002, -8.2313, -0.7812], [2.2479, -8.7606, 0.2902], [2.9512, -9.5483, 1.3920], [1.9448, -5.6919, -0.8530], [2.4681, -4.2547, 0.0202], [3.3873, -4.8179, -1.3746], [3.1143, -6.2892, 1.2990], [4.5259, -5.3973, 0.7759], [4.9339, -7.7501, 0.4094], [4.8655, -6.9264, -1.1277], [3.7153, -9.0766, -1.2467], [2.6115, -7.7657, -1.5774], [1.5138, -9.4103, -0.1923], [1.6805, -7.9371, 0.7336], [3.4912, -10.4007, 0.9759], [2.2276, -9.9309, 2.1127], [3.6634, -8.9297, 1.9406], [-7.8843, 5.6096, 2.9442], [-9.2337, 6.1142, 2.4429], [-9.2366, 6.4467, 0.9517], [-8.2785, 7.5648, 0.5377], [-8.4979, 8.8986, 1.2501], [-9.8685, 9.5126, 0.9797], [-7.1036, 6.3636, 2.8276], [-7.9394, 5.3545, 4.0036], [-7.5798, 4.7134, 2.3979], [-9.5392, 6.9857, 3.0276], [-9.9879, 5.3449, 2.6265], [-10.2546, 6.7070, 0.6498], [-8.9800, 5.5444, 0.3868], [-8.3724, 7.7200, -0.5416], [-7.2460, 7.2418, 0.7042], [-7.7274, 9.5987, 0.9165], [-8.3559, 8.7803, 2.3279], [-10.0162, 9.6778, -0.0893], [-9.9644, 10.4754, 1.4830], [-10.6759, 8.8737, 1.3398]],
  "forces_ev_per_a": [[0.0, 0.0, -0.4], [0.0, -0.1, 0.2], [-0.3, 0.2, 0.2], [0.4, 0.3, -0.4], [-0.5, -0.1, 0.3], [0.1, -0.3, 0.0], [0.0, -0.2, 0.3], [0.1, 0.2, -0.6], [0.2, 0.0, 0.2], [-0.1, -0.1, -0.1], [-0.2, 0.4, 0.4], [0.1, 0.8, -0.2], [0.1, -1.2, -0.1], [0.1, 0.3, 0.2], [0.3, 0.0, 0.0], [-0.5, -0.4, -0.7], [-0.4, 0.0, -0.1], [0.5, -1.4, -0.2], [-0.5, 1.3, 0.3], [0.3, -0.1, -0.2], [-0.1, -0.1, 0.2], [0.1, 0.1, 0.1], [0.0, -0.2, 0.0], [0.1, -0.1, 0.0], [0.2, -0.1, 0.0], [0.2, 0.1, -0.1], [0.0, 0.2, 0.0], [0.0, -0.1, 0.2], [-0.1, 0.0, 0.2], [0.3, 0.2, 0.2], [0.0, 0.1, -0.2], [-0.2, 0.0, 0.1], [0.1, 0.3, 0.6], [-0.1, -0.1, -0.2], [0.1, 0.0, 0.0], [0.0, 0.1, 0.0], [0.0, -0.1, 0.1], [0.0, 0.1, 0.0], [-0.1, -0.1, 0.0], [0.0, 0.0, 0.0], [0.0, 0.0, 0.0], [0.0, 0.1, 0.0], [0.0, 0.0, 0.0], [0.0, 0.0, 0.0], [0.0, 0.0, 0.0], [0.0, 0.0, 0.0], [0.0, 0.0, 0.0], [0.0, 0.0, 0.0], [0.0, 0.0, 0.0], [0.0, 0.0, 0.0], [0.0, 0.0, 0.0], [0.0, 0.1, 0.0], [0.0, 0.0, 0.0], [0.0, 0.1, -0.1], [0.0, -0.1, 0.1], [0.0, 0.0, -0.1], [-0.1, 0.0, 0.1], [0.1, 0.0, 0.0], [-0.2, 0.1, 0.0], [0.0, 0.0, 0.0], [0.0, 0.0, 0.0], [0.0, 0.0, 0.0], [0.0, 0.0, 0.0], [0.0, 0.0, 0.0], [0.0, 0.0, 0.0], [0.0, 0.0, 0.0], [0.0, 0.0, 0.0], [0.0, 0.0, 0.0], [0.0, 0.0, 0.0], [0.0, 0.0, 0.0], [0.0, -0.1, -0.1], [0.0, 0.0, 0.0], [0.0, 0.0, 0.0], [-0.1, -0.2, 0.2], [0.0, 0.1, -0.1], [0.1, -0.1, 0.0], [-0.1, 0.1, 0.0], [0.1, -0.1, 0.0], [-0.1, 0.1, 0.0], [0.0, 0.0, 0.0], [0.0, 0.0, -0.1], [0.0, 0.0, -0.1], [0.0, 0.0, 0.0], [0.0, 0.0, 0.0], [0.0, 0.0, 0.0], [0.0, 0.0, 0.0], [0.0, 0.0, 0.0], [0.0, 0.0, 0.0], [0.0, 0.0, 0.0], [0.0, 0.0, 0.0], [0.0, 0.0, 0.0], [0.0, 0.0, 0.0], [0.0, 0.0, 0.0], [-0.1, 0.0, 0.1], [0.1, -0.1, -0.1], [-0.1, 0.0, 0.0], [0.1, 0.0, 0.0], [-0.1, 0.0, -0.1], [0.1, 0.0, 0.1], [0.0, 0.0, 0.0], [0.0, 0.0, 0.0], [0.0, 0.0, 0.0], [0.0, 0.0, 0.0], [0.0, 0.0, 0.0], [0.0, 0.0, 0.0], [0.0, 0.0, 0.0], [0.0, 0.0, 0.0], [0.0, 0.0, 0.0], [0.0, 0.0, 0.0], [0.0, 0.0, 0.0], [0.0, 0.0, 0.0], [0.0, 0.0, 0.0], [0.0, 0.0, 0.0]]
}



Entry 3:
{
  "formula": "C16H22BF4N8PtSSe",
  "method": "ωB97M-V with the def2-TZVPD basis set",
  "gap_ev": 8.33,
  "total_charge": 1,
  "spin_multiplicity": 1,
  "relative_energy_kcal_mol": 17.35,
  "elements": ["Pt", "C", "C", "N", "N", "C", "S", "N", "N", "H", "H", "H", "H", "H", "H", "C", "N", "C", "Se", "N", "C", "C", "C", "C", "C", "C", "H", "H", "H", "H", "H", "H", "H", "H", "F", "B", "F", "F", "F", "C", "C", "C", "C", "N", "N", "C", "H", "H", "H", "H", "H", "H", "H", "H"],
  "positions_angstrom": [[0.7314, -0.3011, 0.8155], [-5.2668, -0.5145, 0.4261], [-4.1942, 0.4588, 0.7284], [-4.2981, 1.7471, 0.6890], [-3.0464, 2.1945, 0.9849], [-2.1811, 1.2193, 1.2423], [-0.5481, 1.4696, 1.6646], [-2.9116, 0.0951, 1.0966], [-2.3870, -1.1865, 1.1938], [-6.1521, 0.0319, 0.1134], [-5.5182, -1.1141, 1.3021], [-4.9581, -1.1831, -0.3782], [-2.8383, 3.1792, 0.9573], [-3.0470, -1.7720, 1.6900], [-2.2351, -1.5320, 0.2493], [5.2201, -0.2250, -0.6181], [4.1998, -0.4170, -1.6342], [3.0373, -1.0721, -1.4919], [2.4117, -1.9317, 0.0684], [2.3970, -1.0588, -2.6607], [3.1370, -0.3549, -3.5961], [2.8958, -0.0388, -4.9271], [3.8791, 0.6815, -5.5743], [5.0590, 1.0720, -4.9221], [5.2947, 0.7605, -3.5978], [4.3002, 0.0406, -2.9463], [4.7893, -0.4489, 0.3530], [5.5540, 0.8103, -0.6442], [6.0652, -0.8866, -0.8033], [1.4531, -1.4258, -2.7696], [1.9837, -0.3376, -5.4243], [3.7389, 0.9537, -6.6112], [5.8015, 1.6329, -5.4727], [6.2060, 1.0616, -3.1002], [-0.3633, -1.3255, -2.4383], [-0.7119, -0.0331, -2.0428], [-1.8709, -0.0461, -1.2858], [-0.7067, 0.8635, -3.0589], [0.4030, 0.4047, -1.1087], [2.2979, -0.1244, 5.9724], [1.7502, -0.7969, 4.7627], [1.2788, -2.0748, 4.5599], [0.8421, -2.1343, 3.2276], [1.0481, -0.9518, 2.6570], [1.6050, -0.1531, 3.5904], [0.2538, -3.2886, 2.4949], [2.6425, -0.8685, 6.6860], [1.5316, 0.4814, 6.4572], [3.1374, 0.5231, 5.7206], [1.2475, -2.8712, 5.2830], [1.7811, 0.8141, 3.3780], [0.9766, -4.1020, 2.4249], [-0.0481, -2.9977, 1.4900], [-0.6181, -3.6656, 3.0292]],
  "forces_ev_per_a": [[0.2, 0.1, 0.0], [0.0, 0.0, 0.0], [0.0, 0.0, 0.0], [0.0, 0.0, -0.1], [0.0, 0.0, 0.1], [0.0, 0.1, -0.1], [0.0, 0.0, 0.0], [-0.1, 0.0, 0.2], [0.0, 0.0, 0.0], [0.0, 0.0, 0.0], [0.0, 0.0, 0.0], [0.0, 0.0, 0.0], [0.0, 0.0, 0.0], [0.0, 0.0, 0.0], [0.0, 0.0, 0.0], [0.0, 0.0, 0.0], [0.0, -0.1, 0.0], [0.0, 0.0, 0.1], [-0.1, 0.0, 0.0], [-0.1, 0.0, 0.0], [0.0, 0.0, 0.0], [0.0, 0.0, 0.0], [0.0, 0.0, 0.0], [0.0, 0.0, 0.0], [0.0, 0.0, 0.0], [0.0, 0.0, 0.0], [0.0, 0.0, 0.0], [0.0, 0.0, 0.0], [0.0, 0.0, 0.0], [0.0, 0.1, 0.0], [0.0, 0.0, 0.0], [0.0, 0.0, 0.0], [0.0, 0.0, 0.0], [0.0, 0.0, 0.0], [0.0, 0.0, 0.0], [0.1, 0.0, 0.0], [0.0, 0.0, -0.1], [0.0, 0.0, 0.0], [0.0, 0.0, 0.0], [0.0, 0.0, 0.0], [0.0, 0.0, 0.0], [0.0, 0.0, 0.0], [0.0, 0.0, 0.0], [0.0, 0.0, 0.0], [0.0, 0.0, 0.0], [0.0, 0.0, 0.0], [0.0, 0.0, 0.0], [0.0, 0.0, 0.0], [0.0, 0.0, 0.0], [0.0, 0.0, 0.0], [0.0, 0.0, 0.0], [0.0, 0.0, 0.0], [0.0, 0.0, 0.0], [0.0, 0.0, 0.0]]
}



| no. | calculated total energy (Eh) |
| --- | --- |
| 1 | -6509.5163 |
| 2 | -1899.4099 |
| 3 | -4404.3091 |